C4H12N2O in the gas phase at a distorted geometry, computed with ωB97M-V/def2-TZVPD.

For the energy relative to the best compared isomer or geometry (same formula, charge and spin), the calculation gives 41.2 kcal/mol. The value obtained for the HOMO-LUMO gap is 10.46 eV. As for the structure (SMILES): NCNCCCO. The energy is -344.31935 Eh.

```
! wB97M-V def2-TZVPD RIJCOSX def2/J DEFGRID3
* xyz 0 1
O -0.469 2.397 -2.120
N 0.586 -0.895 -0.051
N 1.539 -1.906 1.996
C -0.140 2.005 -0.775
C 0.355 -1.415 1.332
C -0.704 -0.507 -0.699
C -1.093 0.917 -0.355
H 0.857 -1.740 -0.560
H -0.019 3.240 -2.198
H -0.459 -2.142 1.317
H 1.888 -2.803 1.680
H -1.523 -1.211 -0.576
H -0.390 -0.501 -1.748
H -1.323 0.918 0.724
H 2.231 -1.192 1.797
H -0.150 2.773 -0.003
H 0.818 1.472 -0.818
H -2.061 1.107 -0.831
H 0.056 -0.520 1.889
*
```

Löwdin atomic charge list, values in e, 4 entries: number 1, O, carries -0.0674; number 2, N, carries -0.0744; number 3, N, carries 0.0020; number 4, C, carries -0.2623